1.
Molecular formula: C5H8FNO
Method: DFT, ωB97M-V with the def2-TZVPD basis set

The SMILES is C/C=C\C(CF)=N/O. The value obtained for the LUMO energy is 0.0323 Eh. The calculation puts the energy above the lowest of the compared OMol25 structures with the same formula, charge and spin at 329.5 kJ/mol. The calculation puts the gap between HOMO and LUMO at 10.07 eV. Its HOMO energy is -9.188 eV.

Atoms and positions in Å:
C 1.87 -0.82 0.63
C 1.01 -1.19 -0.55
C -0.21 -0.75 -0.78
C -0.82 0.44 -0.15
C -2.20 0.36 0.38
F -2.90 -0.72 -0.15
N -0.43 1.69 -0.09
O 0.90 1.88 -0.43
H 2.21 -1.67 1.17
H 2.71 -0.22 0.33
H 1.30 -0.17 1.28
H 1.44 -1.97 -1.25
H -0.98 -1.23 -1.40
H -2.09 0.29 1.49
H -2.76 1.26 0.11
H 0.96 2.82 -0.56



2.
Molecular formula: C5H8FeO3
Method: DFT, ωB97M-V with the def2-TZVPD basis set

The multiplicity is 5. The value obtained for the LUMO energy (alpha / beta) is -0.0018 / -0.0212 Eh. Its expectation value of S² is 6.022. The calculation puts the energy above the lowest of the compared OMol25 structures with the same formula, charge and spin at 63.0 kJ/mol. The calculation puts the gap between HOMO and LUMO (alpha / beta) at 6.91 / 6.37 eV. Its HOMO energy (alpha / beta) is -6.962 / -6.945 eV.

Atoms and positions in Å:
O -1.68 1.87 -1.92
C -3.31 0.97 -0.66
C -2.69 0.03 -0.02
O -1.33 -0.29 -0.12
C -0.65 -0.56 1.08
C 0.77 -0.90 0.70
O 1.24 0.13 -0.18
C 2.65 0.12 -0.40
Fe -0.20 0.77 -1.39
H -4.29 1.39 -0.83
H -1.11 -1.42 1.60
H -0.67 0.32 1.75
H 0.84 -1.87 0.17
H 1.41 -0.94 1.59
H 2.89 0.90 -1.12
H 3.16 0.33 0.55
H 2.96 -0.86 -0.79



3.
Molecular formula: C5H8IN
Method: DFT, ωB97M-V with the def2-TZVPD basis set

The value obtained for the LUMO energy (alpha / beta) is -0.0099 / -0.0280 Eh. The calculation puts the energy above the lowest of the compared OMol25 structures with the same formula, charge and spin at 406.9 kJ/mol. The calculation puts the gap between HOMO and LUMO (alpha / beta) at 8.57 / 7.53 eV. Its HOMO energy (alpha / beta) is -8.839 / -8.295 eV.

Atoms and positions in Å:
C 0.21 -0.88 -0.96
C -1.67 -1.32 1.13
C -0.15 0.50 -0.33
C -0.52 -0.76 0.35
C 0.93 1.35 0.30
N -2.72 -1.48 0.18
I -3.70 0.20 -0.30
H -0.40 -1.19 -1.77
H 1.22 -1.32 -1.04
H -1.43 -2.34 1.39
H -1.94 -0.89 2.05
H -0.92 1.12 -0.84
H 0.67 1.40 1.34
H 1.00 2.42 -0.13
H 1.95 0.95 0.10



4.
Molecular formula: C5H8INO2
Method: DFT, ωB97M-V with the def2-TZVPD basis set

The SMILES is C[C@H](I)[C@@]1(C)OC=[N+]1[O-]. The value obtained for the LUMO energy (alpha / beta) is 0.0071 / 0.0072 Eh. The calculation puts the energy above the lowest of the compared OMol25 structures with the same formula, charge and spin at 350.3 kJ/mol. The calculation puts the gap between HOMO and LUMO (alpha / beta) at 8.39 / 8.39 eV. Its HOMO energy (alpha / beta) is -8.192 / -8.196 eV.

Atoms and positions in Å:
C 0.00 -1.68 0.83
C 0.63 -0.34 0.90
I 0.40 0.53 2.88
C -0.04 0.53 -0.08
C -1.51 0.82 0.03
O 0.78 1.75 -0.38
C 1.13 1.32 -1.60
N 0.44 0.15 -1.55
O 0.36 -0.91 -2.22
H 0.47 -1.93 -0.07
H -1.09 -1.66 0.73
H 0.39 -2.23 1.64
H 1.69 -0.35 0.85
H -1.88 0.24 0.86
H -2.07 0.34 -0.84
H -1.75 1.83 0.14
H 2.07 1.60 -2.11



5.
Molecular formula: C5H8IP
Method: DFT, ωB97M-V with the def2-TZVPD basis set

The value obtained for the LUMO energy (alpha / beta) is -0.0474 / -0.0188 Eh. The calculation puts the energy above the lowest of the compared OMol25 structures with the same formula, charge and spin at 238.6 kJ/mol. The calculation puts the gap between HOMO and LUMO (alpha / beta) at 6.36 / 7.66 eV. Its HOMO energy (alpha / beta) is -7.651 / -8.173 eV.

Atoms and positions in Å:
C -0.50 0.24 0.41
C -0.18 -0.71 -0.56
C 0.09 1.57 0.70
C -1.08 -1.69 -1.08
C 1.23 -0.85 -1.12
P 0.79 1.58 2.50
I -1.22 2.40 3.64
H -1.36 -0.18 1.02
H 0.75 2.02 -0.02
H -0.59 2.44 0.70
H -0.77 -2.45 -1.77
H -2.01 -1.62 -0.75
H 1.66 -1.69 -0.69
H 1.93 -0.02 -0.79
H 1.27 -1.03 -2.20



6.
Molecular formula: C5H8N
Method: DFT, ωB97M-V with the def2-TZVPD basis set

The SMILES is C=[N+]=CC(=C)C. The value obtained for the LUMO energy is -0.1755 Eh. The calculation puts the energy above the lowest of the compared OMol25 structures with the same formula, charge and spin at 350.8 kJ/mol. Its total charge is +1. The calculation puts the gap between HOMO and LUMO at 10.01 eV. Its HOMO energy is -14.786 eV.

Atoms and positions in Å:
C 2.31 -1.81 -0.80
N 1.29 -1.27 -0.32
C 0.17 -0.68 -0.04
C -0.58 0.71 0.17
C -0.34 1.55 -0.79
C -1.55 0.76 1.29
H 2.52 -1.83 -1.87
H 2.95 -2.31 -0.14
H -0.63 -1.56 -0.13
H 0.42 1.69 -1.51
H -1.15 2.38 -0.58
H -1.15 0.78 2.32
H -2.25 -0.13 1.23
H -2.01 1.72 1.17



7.
Molecular formula: C5H8N
Method: DFT, ωB97M-V with the def2-TZVPD basis set

The value obtained for the LUMO energy is -0.2172 Eh. The calculation puts the energy above the lowest of the compared OMol25 structures with the same formula, charge and spin at 490.0 kJ/mol. Its total charge is +1. The calculation puts the gap between HOMO and LUMO at 8.34 eV. Its HOMO energy is -14.244 eV.

Atoms and positions in Å:
C 1.76 0.79 0.14
C 0.40 1.38 0.47
C 0.33 -0.94 -0.06
C 1.71 -0.53 -0.15
C -1.78 0.36 -0.24
N -0.43 0.25 0.47
H 2.56 1.62 0.21
H -0.03 -1.22 -1.10
H 0.12 -1.97 0.33
H 2.56 -1.17 -0.52
H -1.75 0.85 -1.25
H -2.26 -0.53 -0.08
H -2.43 1.09 0.32
H -0.75 0.03 1.46



8.
Molecular formula: C5H8N
Method: DFT, ωB97M-V with the def2-TZVPD basis set

The SMILES is C[N@+]12C=C[C@H]1C2. The value obtained for the LUMO energy is -0.1694 Eh. The calculation puts the energy above the lowest of the compared OMol25 structures with the same formula, charge and spin at 451.3 kJ/mol. Its total charge is +1. The calculation puts the gap between HOMO and LUMO at 10.12 eV. Its HOMO energy is -14.733 eV.

Atoms and positions in Å:
C 1.25 -0.29 1.13
N 0.22 -0.04 0.23
C 0.21 1.06 -0.83
C -1.09 1.16 -0.98
C -1.45 0.02 -0.08
C -0.46 -1.11 -0.44
H 2.26 -0.52 0.63
H 1.36 0.58 1.93
H 1.10 -1.15 1.74
H 1.13 1.58 -1.23
H -1.80 1.83 -1.44
H -1.89 0.15 0.85
H -0.75 -2.07 -0.06
H -0.09 -1.20 -1.44